# 1
The following is a DFT calculation (ωB97M-V with the def2-TZVPD basis set) of a single C9H11NSi molecule.

Each line ends with the natural charge from an NBO analysis.
Element x y z (Å)
N1 2.9263 -1.4253 -0.3804  -1.32
Si1 2.3159 -0.2133 0.6912  1.34
C1 1.0539 0.8554 -0.2639  -0.70
C2 0.7027 1.9593 0.7124  -0.17
C3 -0.5815 1.9791 1.0907  -0.22
C4 -1.2438 0.8979 0.2813  -0.06
C5 -2.5828 0.4911 0.1631  -0.20
C6 -2.9339 -0.6651 -0.4683  -0.23
C7 -1.9502 -1.4520 -1.0181  -0.21
C8 -0.6210 -1.0901 -0.9978  -0.23
C9 -0.3088 0.1616 -0.4484  0.02
H1 3.1119 -1.3529 -1.3397  0.40
H2 2.9035 -2.4499 -0.0707  0.41
H3 3.4086 0.5557 1.2822  -0.20
H4 1.4635 -0.8893 1.8075  -0.17
H5 1.3943 1.3369 -1.1594  0.26
H6 1.4014 2.6536 1.0395  0.21
H7 -1.2110 2.5926 1.7686  0.23
H8 -3.2746 1.1643 0.6209  0.20
H9 -3.9272 -1.0619 -0.4850  0.22
H10 -2.3256 -2.4914 -1.3811  0.21
H11 0.2784 -1.5563 -1.4445  0.23

The LUMO energy is 0.9 eV. The energy relative to the best compared isomer or geometry (same formula, charge and spin) is 0.0 kJ/mol. The HOMO energy comes out at -8.4 eV. As for the SMILES: N[SiH2][C@@H]1C=Cc2ccccc21. Its spin multiplicity is 1.

# 2
The following is a DFT calculation (ωB97M-V with the def2-TZVPD basis set) of a molecular structure, C30H47BO2P2Ti.

Each line ends with the Mulliken charge.
Element x y z (Å)
Ti1 0.8111 0.7953 -0.1540  -1.90
C1 2.9829 0.6446 0.5755  1.26
C2 2.7380 1.7446 -0.3235  0.41
C3 1.7291 2.2241 1.7275  1.40
C4 2.3413 0.9368 1.8377  0.18
C5 1.9205 2.7079 0.3890  0.44
C6 3.8890 -0.5109 0.3542  -1.63
H1 4.1307 -0.6428 -0.7062  0.37
H2 3.4608 -1.4509 0.7335  0.42
H3 4.8331 -0.3555 0.8912  0.33
C7 2.7692 0.3069 3.1109  -1.57
H4 3.0313 -0.7465 2.9618  0.43
H5 1.9981 0.3742 3.8853  0.26
H6 3.6604 0.8298 3.4954  0.41
C8 1.3108 3.0652 2.8722  -1.73
H7 2.1587 3.2713 3.5441  0.32
H8 0.5514 2.5566 3.4662  0.13
H9 0.8932 4.0215 2.5397  0.47
C9 1.4770 4.0334 -0.1156  -1.58
H10 2.1345 4.8129 0.2812  0.38
H11 0.4595 4.2875 0.2022  0.32
H12 1.5139 4.0874 -1.2063  0.32
C10 3.2752 1.9187 -1.7019  -1.55
H13 4.1489 2.5837 -1.7095  0.39
H14 2.5299 2.3683 -2.3683  0.40
H15 3.5908 0.9688 -2.1409  0.31
C11 -1.1921 -3.1723 -2.5710  0.23
C12 -0.0365 -3.1567 -3.2516  -0.63
C13 0.0714 -2.7468 -4.6949  -0.88
C14 -0.6827 -1.4598 -5.0376  -1.06
C15 -0.8638 -0.4382 -3.9264  -0.53
C16 -2.0630 -0.3340 -3.3320  0.11
C17 -3.0825 -1.4420 -3.3087  -1.27
C18 -2.5719 -2.8945 -3.1346  -1.10
H16 -0.3130 -3.5434 -5.3635  0.39
H17 -1.6555 -1.7431 -5.4836  0.32
H18 1.1366 -2.6364 -4.9463  0.40
H19 -2.7408 -3.4371 -4.0888  0.40
H20 -1.1903 -3.6310 -1.5742  0.77
H21 0.8489 -3.6592 -2.8429  0.42
H22 -3.2784 -3.3651 -2.4288  0.42
H23 -3.8110 -1.2106 -2.5124  0.22
H24 -2.4661 0.6309 -3.0117  0.79
H25 -3.6793 -1.4211 -4.2382  0.56
H26 -0.1473 -0.9699 -5.8637  0.44
H27 -0.0806 0.3264 -3.8339  0.50
P1 0.0817 -1.4398 0.2128  1.68
P2 -1.4923 1.5704 -0.2876  1.40
C19 -1.6180 -1.2392 -0.4595  0.90
C20 -2.4634 0.0088 -0.2114  -1.64
H28 -2.1809 -2.1491 -0.2142  1.09
H29 -1.4124 -1.3151 -1.5261  -2.02
H30 -3.2370 0.0976 -0.9886  0.78
H31 -2.9534 -0.0660 0.7660  0.59
C21 -2.2389 2.7654 0.8043  -1.02
H32 -1.7937 3.7514 0.6132  0.47
H33 -2.0389 2.4829 1.8412  0.00
H34 -3.3172 2.7694 0.6066  0.55
C22 -1.4512 2.3920 -1.8937  -1.71
H35 -2.4654 2.4059 -2.2993  0.66
H36 -0.7879 1.9022 -2.6126  0.33
H37 -1.0994 3.4191 -1.7692  0.48
C23 0.3543 -3.1665 0.6174  -1.33
H38 1.3396 -3.5153 0.2769  0.49
H39 -0.4249 -3.7975 0.1754  0.47
H40 0.2660 -3.2455 1.7170  0.42
C24 1.2052 -1.1108 -1.3298  0.52
H41 1.6491 -0.0750 -1.5343  -0.58
H42 0.6711 -1.3272 -2.2564  -0.66
H43 2.1021 -1.7483 -1.2682  0.97
O1 -0.0130 -1.1316 2.8773  -0.48
B1 -0.1003 0.0685 2.0293  0.74
O2 -0.9733 0.9589 2.8292  0.02
C25 -1.1954 0.3941 4.0611  0.74
C26 -1.6865 0.9731 5.2215  -1.20
C27 -1.6874 0.1702 6.3714  -0.71
C28 -1.1203 -1.0998 6.3640  -0.60
C29 -0.5496 -1.6371 5.2165  -1.01
C30 -0.6397 -0.8789 4.0589  0.40
H44 -2.0264 2.0096 5.2440  0.47
H45 -2.1254 0.5534 7.2868  0.44
H46 -1.1042 -1.6946 7.2793  0.41
H47 -0.0145 -2.5845 5.1844  0.48

The LUMO energy (spin up / spin down) is -6.6 / -6.6 eV. The HOMO energy (spin up / spin down) comes out at -13.5 / -13.5 eV. Its spin multiplicity is 1. As for the total charge: +2.

# 3
The following is a DFT calculation (ωB97M-V with the def2-TZVPD basis set) of a molecular structure, C14H29BO13S.

Each line ends with the natural charge from an NBO analysis.
Element x y z (Å)
O1 2.8257 2.5637 3.1892  -0.90
S1 1.7328 1.6686 3.3248  2.56
O2 1.0888 1.4743 4.5808  -0.92
O3 0.6707 2.0104 2.1995  -0.70
C1 0.0940 0.7349 1.7808  0.07
C2 -0.7866 0.9557 0.5771  -0.43
C3 -2.2267 1.4427 0.8510  -0.40
C4 -2.7895 1.1329 2.2390  -0.45
C5 -2.9476 -0.3653 2.5265  -0.06
O4 -4.2803 -0.8325 2.3856  -0.71
C6 1.3471 -0.1268 1.5846  -0.27
B1 1.0378 -1.6948 1.6008  1.16
O5 1.3512 -2.4480 2.6888  -0.89
O6 0.5264 -2.2880 0.4685  -0.93
O7 2.1358 0.2401 2.7572  -0.71
H1 -0.4356 0.3553 2.6604  0.19
H2 -0.7874 0.0522 -0.0370  0.22
H3 -0.2761 1.7094 -0.0290  0.24
H4 -2.8737 0.9722 0.1029  0.22
H5 -2.2939 2.5168 0.6690  0.21
H6 -3.7689 1.6060 2.3493  0.23
H7 -2.1624 1.5884 3.0112  0.21
H8 -2.2842 -0.9517 1.8713  0.13
H9 -2.6611 -0.5922 3.5546  0.19
H10 -4.5965 -0.5941 1.5079  0.46
H11 1.9038 0.1887 0.6970  0.25
H12 1.0572 -2.1243 3.5425  0.51
H13 -0.4134 -2.2018 0.3074  0.51
C7 -2.8044 -0.6181 -5.1456  -0.64
C8 -3.2000 -1.6302 -4.0951  -0.07
O8 -3.4450 -1.0089 -2.8146  -0.50
C9 -4.6126 -0.3809 -2.7022  0.98
O9 -5.4779 -0.3171 -3.5343  -0.64
O10 -4.6711 0.1657 -1.4830  -0.51
C10 -5.8646 0.9109 -1.2129  -0.26
H14 -1.9369 -0.0454 -4.8163  0.21
H15 -2.5475 -1.1339 -6.0712  0.22
H16 -3.6221 0.0706 -5.3507  0.23
H17 -2.3899 -2.3293 -3.8989  0.19
H18 -4.0833 -2.1948 -4.3909  0.20
H19 -6.7518 0.3045 -1.3798  0.20
H20 -5.9125 1.8086 -1.8265  0.20
H21 -5.7882 1.1877 -0.1644  0.19
C11 5.6299 -0.4813 -2.5989  -0.64
C12 5.7644 -1.4772 -1.4685  -0.07
O11 6.3378 -0.8807 -0.2909  -0.49
C13 5.5104 -0.1253 0.4300  0.99
O12 4.3383 0.0559 0.1956  -0.68
O13 6.1852 0.3754 1.4576  -0.49
C14 5.4100 1.2537 2.2917  -0.26
H22 6.5949 -0.0241 -2.8195  0.21
H23 5.2735 -0.9895 -3.4957  0.22
H24 4.9217 0.3045 -2.3419  0.23
H25 6.4609 -2.2715 -1.7296  0.19
H26 4.8052 -1.9267 -1.2128  0.19
H27 4.4954 0.7592 2.5977  0.21
H28 5.1653 2.1674 1.7548  0.19
H29 6.0276 1.4782 3.1552  0.20

The LUMO energy is 0.2 eV. The HOMO energy comes out at -10.7 eV. Its spin multiplicity is 1.

# 4
The following is a DFT calculation (ωB97M-V with the def2-TZVPD basis set) of a gas-phase ion, C15H15F4N2 (charge +1).

Each line ends with the natural charge from an NBO analysis.
Element x y z (Å)
C1 0.4839 -1.7562 2.9475  -0.45
N1 0.8841 -0.7178 1.9982  -0.25
C2 1.4790 0.4242 2.6998  -0.46
N2 -0.2295 -0.3455 1.1873  -0.40
C3 -0.2928 -0.6074 -0.5476  0.00
C4 -1.5963 -0.1087 -1.0822  -0.08
C5 -1.9050 1.2168 -1.4037  -0.28
C6 -3.2371 1.6291 -1.4525  0.43
F1 -3.5242 2.9840 -1.5505  -0.31
C7 -4.3206 0.7667 -1.3719  -0.30
C8 -3.9871 -0.5866 -1.2999  0.42
F2 -5.0214 -1.5214 -1.3105  -0.31
C9 -2.6709 -1.0388 -1.1930  -0.26
C10 0.9963 -0.0912 -1.0607  -0.07
C11 2.0416 -1.0241 -1.2925  -0.24
C12 3.3665 -0.5749 -1.3703  0.43
F3 4.3953 -1.5127 -1.4185  -0.31
C13 3.6868 0.7876 -1.3560  -0.32
C14 2.6302 1.6779 -1.2700  0.43
F4 2.9154 3.0415 -1.2528  -0.31
C15 1.2963 1.2747 -1.1499  -0.30
H1 1.4063 -2.1628 3.3728  0.25
H2 -0.1509 -1.4716 3.8102  0.20
H3 -0.0347 -2.5702 2.4108  0.21
H4 2.3994 0.0465 3.1659  0.25
H5 1.7708 1.2155 1.9844  0.22
H6 0.9092 0.9052 3.5213  0.20
H7 -0.4169 0.6746 1.2145  0.42
H8 -1.1012 -0.8474 1.4876  0.42
H9 -0.2756 -1.7134 -0.5118  0.24
H10 -1.1405 1.9740 -1.5716  0.24
H11 -5.3689 1.1048 -1.4531  0.28
H12 -2.4760 -2.1308 -1.1309  0.25
H13 1.8232 -2.1068 -1.2764  0.24
H14 4.7312 1.1273 -1.4765  0.28
H15 0.5343 2.0378 -0.9974  0.23

The LUMO energy is -4.0 eV. The energy relative to the best compared isomer or geometry (same formula, charge and spin) is 48.3 kJ/mol. The HOMO energy comes out at -13.0 eV. As for the SMILES: CN(C)[NH2+]C(c1cc(F)cc(F)c1)c1cc(F)cc(F)c1. Its spin multiplicity is 1. As for the total charge: +1.

These records have max |F| values of 3.54; 5.06; 0.89; 2.54 eV Å⁻¹, in the order they appear.